DFT (ωB97M-V/def2-TZVPD) results for C39H75F9N6O39PS6 as an isolated structure.

Charge = -1
F_max = 5.2 eV Å⁻¹
Highest occupied orbital energy = -7.6 eV
Electronic energy = -8423.4072 Eh

XYZ file:
```
175
Properties=species:S:1:pos:R:3:lowdin_charge:R:1
C -2.66 0.14 5.91 -0.1337
N 3.10 6.18 2.58 0.0363
C -1.62 -1.97 -2.77 -0.1595
H 4.29 -3.06 -0.51 0.0486
S 0.93 1.79 6.64 0.7627
C -2.09 4.36 1.72 -0.0093
H 6.00 -0.38 3.26 0.1405
O -5.87 -2.82 0.84 0.1107
F 1.10 0.30 0.67 -0.1927
P -0.52 0.46 0.24 0.2556
H -3.82 -6.02 3.37 0.1541
C -5.56 2.95 1.59 -0.0604
O 5.92 0.65 0.30 -0.0048
C 0.52 -2.70 2.58 -0.2476
O -2.48 4.99 -3.25 0.0131
C 3.42 6.97 3.85 -0.0082
F -2.08 0.62 -0.11 -0.1539
H -0.81 4.37 -6.63 0.0719
C -3.41 1.40 -2.95 -0.2202
H 4.35 6.56 4.25 0.0759
H 3.38 -0.16 1.67 0.0619
C 2.76 2.51 -1.48 -0.1994
O 2.15 -4.53 -1.09 -0.0248
H -4.37 3.19 -3.01 0.1166
H 0.65 -7.44 -1.66 0.0714
S -1.36 -3.58 -4.77 0.8007
O 2.58 -4.37 4.57 -0.2625
H 0.46 5.55 -2.29 0.0867
O -2.96 -5.06 1.82 0.0737
O -0.21 -3.72 -3.52 -0.2443
H 2.92 -3.62 -2.58 0.0812
O 5.26 -1.62 -3.28 0.0183
O -2.35 -1.08 3.96 -0.2037
N -4.13 3.14 1.54 0.0221
H 2.65 6.71 4.57 0.0735
H -2.26 0.03 6.92 0.1248
O 0.73 -2.97 3.88 -0.1654
H 4.01 -3.91 -4.92 0.0885
C 0.57 3.35 4.72 -0.2314
H -7.34 -0.74 1.88 0.1757
H -5.86 2.78 0.56 0.0689
O -4.33 -2.58 4.05 -0.2396
H 0.92 5.36 0.36 0.0837
O -2.57 -2.99 5.73 -0.2238
C -7.09 -2.97 0.39 -0.5336
H -0.33 -3.32 2.29 0.1404
C -3.54 4.32 1.71 -0.6038
H 8.07 -0.07 1.17 0.0830
C 1.71 4.99 1.01 0.0286
H 5.60 -1.95 -0.87 0.0796
C -6.84 -0.84 0.91 -0.3038
O -7.73 -4.03 0.20 0.1150
O -5.79 1.57 -3.24 -0.1865
H -0.78 5.22 -1.32 0.0704
C 5.55 0.33 1.45 -0.5325
H 3.79 5.96 1.88 0.1318
C 4.45 -2.29 -2.64 -0.5390
O -0.70 -3.47 -6.11 -0.2787
H -3.52 2.34 1.53 0.1259
H 3.57 -2.22 -5.10 0.0885
H -1.39 0.68 4.20 0.1152
S 2.35 -2.98 4.16 0.7361
C 3.75 1.55 -2.07 -0.1605
S 3.57 3.71 -3.51 0.7184
H -2.45 1.84 -3.23 0.1320
H -2.60 -7.05 2.54 0.1412
H 4.65 1.72 -1.49 0.1143
O 1.06 5.72 3.14 0.0215
H -6.13 3.83 1.91 0.0855
H -0.18 -3.25 -1.55 0.1099
H 2.76 3.27 4.45 0.1310
H 8.13 -1.31 2.34 0.0828
H 8.23 0.47 2.88 0.0876
H -1.73 5.32 2.08 0.0931
H -4.43 -7.85 1.29 0.1727
H 3.41 8.05 3.72 0.0804
H 4.20 -5.33 0.50 0.0777
O -4.12 5.39 1.83 0.0423
O 1.74 2.18 -7.79 0.1189
O 2.56 4.00 -4.52 -0.2506
F -0.13 0.37 -1.33 -0.1672
C -1.26 4.86 -3.41 -0.5348
H -1.02 5.93 -6.15 0.0885
F -6.70 0.32 0.20 0.0606
H -0.78 -0.71 5.24 0.1102
C -3.17 -5.04 0.49 -0.5208
H 1.76 2.08 -1.57 0.1019
H 3.88 -1.40 -0.83 0.0670
C 1.72 -3.21 1.80 -0.2394
H -0.11 -5.97 -1.84 0.0847
H -5.78 2.17 2.32 0.0799
H -0.10 3.34 3.86 0.1097
N 3.52 -3.09 -3.20 0.0088
H 2.27 -3.43 -4.76 0.0761
H 0.25 -1.66 2.39 0.1078
C -1.64 -0.20 4.80 -0.1994
H -1.75 4.09 0.72 0.0785
O -1.82 -2.07 -4.17 -0.2290
O 2.93 3.85 -1.98 -0.2001
C -0.35 4.82 -2.23 -0.0089
H -3.23 0.78 -2.07 0.0907
F -5.45 -6.21 1.59 0.1012
C -5.51 -1.49 1.01 -0.0695
O 2.76 -2.80 2.55 -0.1818
C 0.89 -6.40 -1.92 0.0200
S -5.35 0.00 -3.73 0.7537
O 1.59 2.66 7.63 -0.2489
H -2.33 4.62 -5.95 0.0965
N -0.61 4.79 -4.59 0.0196
O -3.76 -0.80 5.79 -0.1988
C 3.31 -3.15 -4.59 -0.0706
O -2.33 -4.67 -4.62 -0.2532
H 2.65 5.03 0.46 0.0705
H 3.51 -6.49 1.66 0.0832
H -5.03 -1.06 0.13 0.1385
F -0.70 -1.17 0.15 -0.1446
F -0.88 0.61 1.82 -0.1625
H -1.07 0.93 -5.10 0.1658
H 1.26 -0.61 -4.62 0.1412
C 0.01 1.05 -5.05 -0.2794
O -3.77 0.46 -3.87 -0.2201
O 2.02 1.56 5.42 -0.1968
H 1.37 3.98 1.20 0.0793
H 0.55 -2.03 -2.61 0.1111
N 2.72 -6.57 -0.35 0.0410
H -3.02 1.13 5.65 0.1323
H -5.00 -1.14 1.90 0.1380
C 7.81 -0.28 2.21 -0.0455
O 0.45 2.07 -5.99 0.1502
H 0.02 -0.95 -5.78 0.1212
O 2.70 -1.88 5.00 -0.2227
H 1.77 2.08 3.52 0.1213
C 1.25 1.55 -6.85 -0.5703
C -0.27 -2.74 -2.51 -0.1774
C 1.90 2.60 4.47 -0.1671
H 3.04 2.57 -0.43 0.1068
O -0.13 2.70 5.70 -0.1923
O 1.57 0.30 -6.47 0.0991
H 1.70 -4.29 1.63 0.1252
O -3.82 -6.16 0.19 0.1455
O 4.81 4.44 -3.65 -0.2404
H 1.30 -6.43 -2.93 0.0969
C 4.56 -2.20 -1.11 0.0075
C 4.11 0.61 1.91 0.0166
H 4.68 -6.97 0.60 0.0793
H -1.63 -0.91 -2.51 0.0954
C -3.35 -6.27 2.42 -0.0668
S -3.30 -2.05 4.91 0.6601
C 2.00 -5.78 -1.08 -0.5144
N 6.36 -0.13 2.35 0.0068
H 3.67 1.53 1.54 0.0676
H 3.57 0.47 -2.12 0.1315
H -1.65 3.68 2.45 0.0659
C 0.72 -0.18 -5.46 -0.0670
H -4.61 2.17 -1.52 0.1142
C -4.67 2.23 -2.60 -0.1358
O -7.64 -1.77 0.21 0.1461
F 0.33 1.42 -3.81 0.0849
H 0.00 3.81 -2.01 0.0769
H 0.68 4.39 5.01 0.1165
O -5.55 -0.94 -2.65 -0.2410
C 3.80 -6.33 0.62 -0.0311
C -4.27 -6.78 1.38 -0.3322
H 4.10 0.65 3.00 0.0682
H 1.75 -2.59 0.91 0.1309
F -0.30 2.09 0.20 -0.1834
O -2.68 -4.27 -0.33 0.1474
H -2.51 -2.34 -2.26 0.1214
O 0.34 0.52 6.99 -0.2360
O -5.95 -0.24 -5.05 -0.2423
C -1.29 4.92 -5.83 -0.0774
C 1.98 5.58 2.37 -0.6156
H 0.39 4.93 -4.51 0.1127
O 3.76 2.08 -3.36 -0.1900
H 2.37 -7.52 -0.35 0.1352
```